{"formula": "C40H50N10", "method": "the ωB97M-V functional and the def2-TZVPD basis", "elements": ["C", "C", "C", "N", "C", "H", "H", "H", "H", "H", "C", "C", "C", "N", "C", "H", "H", "H", "H", "H", "C", "C", "C", "N", "C", "H", "H", "H", "H", "H", "C", "C", "C", "N", "C", "H", "H", "H", "H", "H", "C", "C", "C", "N", "C", "H", "H", "H", "H", "H", "C", "C", "C", "N", "C", "H", "H", "H", "H", "H", "C", "C", "C", "N", "C", "H", "H", "H", "H", "H", "C", "C", "C", "N", "C", "H", "H", "H", "H", "H", "C", "C", "C", "N", "C", "H", "H", "H", "H", "H", "C", "C", "C", "N", "C", "H", "H", "H", "H", "H"], "positions_angstrom": [[18.45600, 2.95700, 7.60900], [19.30500, 3.53000, 8.72500], [18.34100, 3.95400, 9.82700], [17.06300, 3.76300, 9.30800], [17.05700, 3.24100, 7.95100], [18.91600, 2.67800, 6.63000], [20.40000, 3.81900, 8.95700], [18.29800, 4.51300, 10.77500], [16.14900, 4.05300, 9.62900], [16.06800, 2.88600, 7.41200], [12.80300, 3.82200, 15.25200], [13.06100, 2.57100, 14.53200], [11.96600, 2.23900, 13.63200], [11.06300, 3.33900, 13.73400], [11.51200, 4.16700, 14.66900], [13.21700, 4.50600, 16.21100], [13.84800, 1.88000, 14.67000], [11.67600, 1.34500, 12.93200], [10.23000, 3.44200, 13.12500], [10.66700, 5.11500, 14.89900], [18.37500, 2.91100, 14.78900], [19.67800, 3.36500, 14.24400], [19.72100, 2.79800, 12.81100], [18.57800, 2.03600, 12.60400], [17.72300, 2.13700, 13.63200], [17.68100, 3.14800, 15.82100], [20.54600, 4.04400, 14.62700], [20.45800, 2.82900, 11.92400], [18.22900, 1.51900, 11.72300], [16.55300, 1.76500, 13.63500], [13.11200, 9.43300, 10.90700], [12.97900, 9.75600, 12.37700], [14.21100, 10.59400, 12.74400], [14.97800, 10.78800, 11.62200], [14.38800, 10.21800, 10.50900], [12.61900, 8.92400, 10.23400], [12.16800, 9.52500, 12.90600], [14.29800, 11.11200, 13.82100], [15.79600, 11.42300, 11.69700], [14.93600, 10.26300, 9.54400], [13.59600, 4.13000, 9.04400], [13.43100, 3.20900, 10.21400], [14.07500, 3.82600, 11.39900], [14.77000, 4.98100, 10.91600], [14.42500, 5.29200, 9.56700], [13.10600, 4.15300, 7.98500], [12.88900, 2.18400, 10.06800], [14.20000, 3.43600, 12.50400], [15.23600, 5.76100, 11.50100], [14.75300, 6.02100, 8.89800], [15.86900, 5.51800, 13.92600], [17.04700, 5.99000, 13.09500], [16.47300, 7.20300, 12.40600], [15.18900, 7.48600, 12.87100], [14.84400, 6.46500, 13.67200], [15.74700, 4.71300, 14.40000], [17.94800, 5.44400, 12.92700], [16.96500, 7.93400, 11.73600], [14.77900, 8.45100, 12.85000], [13.74000, 6.48200, 14.16800], [9.45500, 7.28200, 11.37300], [9.07800, 6.87200, 9.91100], [10.29900, 6.15000, 9.29500], [11.11800, 5.86600, 10.42000], [10.85500, 6.57200, 11.60000], [9.00700, 7.87000, 12.17200], [8.09600, 7.22300, 9.23400], [10.29600, 5.69300, 8.23000], [11.84000, 5.45400, 10.48500], [11.62700, 6.57200, 12.31300], [20.81600, 7.08500, 11.88800], [20.51300, 7.49300, 10.40800], [20.78700, 9.01000, 10.38400], [21.19400, 9.42000, 11.66000], [21.24700, 8.41200, 12.66200], [20.71000, 6.01500, 12.54200], [20.19300, 6.70000, 9.79000], [20.68000, 9.82100, 9.62700], [21.37800, 10.44600, 11.73500], [21.41900, 8.72200, 13.75400], [16.43800, 8.84800, 17.78100], [15.66000, 8.75500, 16.36700], [14.20700, 8.94500, 16.67800], [14.12900, 9.39000, 18.03400], [15.40400, 9.33100, 18.78100], [17.44600, 8.59100, 18.00800], [15.73600, 8.44400, 15.35900], [13.26900, 8.73400, 16.06900], [13.21600, 9.48400, 18.39100], [15.56800, 9.56200, 19.80400], [16.79800, 9.75500, 8.01400], [17.33200, 8.65100, 8.77700], [16.95700, 7.29200, 8.13900], [16.20000, 7.64800, 7.05200], [16.13800, 9.00400, 6.78600], [16.92100, 10.90300, 8.04900], [17.85900, 8.76300, 9.64900], [17.02800, 6.28000, 8.41700], [15.96400, 7.11700, 6.47200], [15.56600, 9.23400, 6.01500]], "forces_ev_per_a": [[-0.33, 2.69, 2.06], [-2.78, 0.97, 2.84], [-0.36, -0.77, -4.05], [0.67, -1.43, -3.52], [2.10, -1.10, 1.02], [-0.87, 0.04, 1.09], [-1.85, -1.15, -1.18], [0.96, -0.47, -0.54], [0.39, 0.02, 0.78], [2.33, 1.02, 1.46], [-2.92, 0.88, -0.38], [-2.48, 0.05, -0.72], [0.34, 1.06, 0.54], [0.96, -2.89, -1.02], [-1.17, 4.46, 2.33], [-0.77, -2.54, -3.13], [0.83, -0.39, 0.26], [1.09, 2.01, 1.62], [1.01, 0.12, 1.02], [3.15, -2.77, -0.46], [-1.82, -0.63, -2.09], [-0.78, -1.33, -3.10], [0.45, 0.45, 1.84], [-0.80, 0.11, -1.15], [-1.61, 1.21, 4.57], [2.66, -0.60, -3.22], [-2.07, -1.55, -0.51], [-1.08, 0.12, 2.07], [1.44, 1.55, 1.78], [3.59, 0.78, -0.23], [7.46, 6.90, 5.52], [6.90, 2.48, -5.23], [-4.31, -1.44, 1.65], [-1.11, 0.15, 0.75], [-2.24, -2.25, 0.68], [-2.86, -2.62, -2.99], [-2.78, -0.85, 2.51], [0.36, -1.23, -2.99], [-0.94, -0.96, -0.67], [-0.70, -0.20, 0.90], [1.49, 2.26, 2.54], [0.35, 1.21, -0.19], [0.34, -0.73, -2.20], [-1.47, 1.31, -0.70], [-3.13, -6.19, 0.79], [1.13, -0.44, 2.29], [1.11, 2.22, 0.90], [-0.31, 1.06, -2.71], [-0.83, -2.05, -1.00], [0.82, 1.56, 0.01], [1.48, 8.87, -6.44], [-5.57, 2.66, -0.36], [2.41, -1.46, 1.42], [2.22, -0.33, -0.60], [-2.89, -1.33, 3.43], [-0.70, -6.22, 3.81], [0.50, 0.08, -0.13], [-0.28, -0.72, 0.59], [0.03, -1.34, -0.23], [2.94, -0.16, -1.26], [4.32, -3.77, -2.85], [2.36, 0.64, 0.09], [-3.88, 0.75, 3.07], [-12.47, 8.96, -0.69], [-6.36, 1.28, -4.31], [-0.26, -0.16, -0.68], [3.03, -0.99, 2.24], [0.48, 0.61, 2.45], [12.48, -7.44, -0.32], [0.43, 0.05, 1.12], [0.49, 3.28, 1.35], [2.26, 3.88, 6.11], [-0.51, -3.86, 1.17], [-0.51, -0.74, -0.52], [-1.57, -2.10, -3.39], [0.26, 3.24, -2.44], [-0.33, 0.04, -1.31], [0.11, -1.26, 0.51], [-0.12, -1.66, 0.57], [-0.20, -0.89, -2.07], [-6.51, 1.78, -1.13], [-3.94, 0.39, 5.30], [4.34, 0.55, 1.75], [2.86, -1.25, -0.87], [0.66, -2.22, -6.90], [0.48, 0.15, -0.10], [1.62, -0.54, -0.62], [1.58, 0.63, 0.94], [-0.64, 0.31, 1.09], [-0.42, 0.21, 0.52], [-1.09, -3.24, -3.98], [-2.63, -2.32, -3.87], [-0.08, 6.29, 0.88], [5.85, 11.61, 11.16], [3.68, -0.28, 7.59], [-0.15, -2.38, 0.19], [1.27, -0.01, 1.90], [0.50, -0.86, 0.46], [-4.79, -10.57, -11.11], [-2.26, 1.73, -3.32]], "homo_energy_ev": -7.623, "energy_ev": -57166.629, "lumo_ev": 0.5, "smiles": "c1cc[nH]c1.c1cc[nH]c1.c1cc[nH]c1.c1cc[nH]c1.c1cc[nH]c1.c1cc[nH]c1.c1cc[nH]c1.c1cc[nH]c1.c1cc[nH]c1.c1cc[nH]c1", "largest_force_ev_per_a": 17.1, "orbital_gap_ev": 8.1}